(1)
20
Properties=species:S:1:pos:R:3:forces:R:3:mulliken_charge:R:1 method="wB97M-V/def2-TZVPD" lumo_energy_ha="-0.0160 / -0.0030" relative_energy_kcal_mol=116.3 gap_ev="5.3726 / 8.8130" max_force_ev_per_a=4.85 total_charge=0 e_tot_ha=-617.3862
Si -1.388 0.986 -0.509 -0.41 1.56 1.26 -0.211
N -2.713 -0.050 -0.344 0.40 -0.29 0.90 -0.047
C 0.372 0.580 -0.323 -0.33 -2.52 0.32 0.719
C 1.362 1.520 -0.525 -1.01 0.68 -0.75 -0.389
C -2.819 -1.275 0.390 1.06 0.92 4.14 -0.897
C 2.984 -0.155 0.014 -1.75 2.10 -0.88 -0.478
C 0.752 -0.813 0.017 -4.09 2.22 -1.36 -0.257
C 2.030 -1.134 0.160 1.52 -1.05 -0.89 -0.600
C 2.657 1.135 -0.428 2.54 -0.01 1.81 -0.382
H -2.723 -2.066 -0.242 -0.32 -2.56 -1.70 0.399
H -1.958 -1.385 1.071 -0.01 0.21 -0.24 0.284
H -1.919 2.321 -0.992 0.64 -0.77 -0.01 -0.029
H -0.108 -1.516 0.011 1.08 0.21 0.16 0.178
H -3.634 -1.401 1.168 0.15 0.51 -1.44 0.254
H 1.106 2.545 -0.800 0.05 -0.24 0.07 0.276
H 3.473 1.895 -0.433 -0.72 -0.67 -0.38 0.276
H -0.454 1.501 2.485 -0.32 -0.05 -0.52 -0.116
H -3.361 -0.159 -1.060 -1.22 0.75 -1.78 0.246
H 2.410 -2.139 0.054 -0.31 -0.45 0.99 0.306
H 3.930 -0.392 0.285 3.05 -0.57 0.29 0.466

---

(2)
48
Properties=species:S:1:pos:R:3:forces:R:3:mulliken_charge:R:1 method="wB97M-V/def2-TZVPD" lumo_energy_ha=0.0255 relative_energy_kcal_mol=51.2 smiles=COc1cc(OC)c(OC)cc1CNC1CCCCCC1 gap_ev=8.2406 max_force_ev_per_a=0.49 total_charge=0 e_tot_ha=-944.4039
O -2.403 2.550 -0.748 -0.17 -0.36 0.18 -0.481
O -3.956 1.034 0.682 0.36 0.07 -0.27 -0.459
O -1.207 -2.839 -0.384 0.16 0.27 -0.19 -0.443
N 1.496 -2.001 -1.063 -0.01 -0.39 0.06 -0.408
C 0.546 -1.279 -1.890 -0.11 -0.23 0.01 -1.594
C -2.627 -0.946 0.190 -0.13 -0.18 0.14 -0.553
C 1.516 -0.682 1.076 0.26 -0.13 0.00 -0.034
C 2.809 1.207 -0.775 0.38 -0.01 0.04 0.468
C -2.065 -3.708 0.308 -0.14 -0.18 0.13 -1.048
C 3.272 1.920 0.495 -0.35 0.14 0.00 -0.956
C -4.843 0.269 1.455 -0.14 -0.14 0.13 -0.945
C -1.524 -1.505 -0.449 0.20 0.37 -0.25 0.531
C 2.366 0.113 2.069 -0.31 0.13 0.00 -1.049
C -2.902 0.408 0.086 0.06 0.33 -0.10 0.708
C 2.436 1.600 1.731 0.34 -0.07 0.05 -0.499
C -0.968 0.657 -1.317 -0.20 0.02 0.07 -0.175
C -1.578 3.414 -1.486 0.12 0.12 -0.11 -0.835
C 3.224 -0.264 -0.825 -0.16 -0.02 0.00 -1.632
C -0.671 -0.697 -1.202 -0.12 -0.28 0.04 0.030
C 2.314 -1.272 -0.099 0.06 -0.03 0.10 0.408
C -2.059 1.228 -0.687 -0.20 0.11 0.13 0.500
H 1.729 1.306 -0.872 -0.14 0.07 -0.09 -0.423
H 1.419 1.975 1.586 -0.06 0.04 0.03 0.212
H -2.025 4.402 -1.386 0.07 -0.04 -0.04 0.256
H -4.340 -0.198 2.309 -0.01 0.01 -0.05 0.352
H -2.116 -3.464 1.375 -0.01 0.00 -0.05 0.373
H 2.972 -2.047 0.321 -0.06 0.16 0.01 0.319
H -3.279 -1.573 0.775 -0.09 -0.05 0.07 0.583
H -0.557 3.439 -1.088 -0.02 -0.02 -0.02 0.285
H 0.713 -0.046 0.703 -0.04 0.00 0.06 -0.302
H 1.003 -2.751 -0.590 0.08 0.05 -0.07 0.352
H 1.042 -1.521 1.594 -0.08 0.00 -0.05 0.511
H 2.864 2.137 2.583 -0.07 0.06 0.01 0.403
H 1.923 0.017 3.064 0.09 -0.05 0.01 0.346
H 4.316 1.661 0.688 0.08 0.03 -0.02 0.350
H 3.231 3.001 0.329 0.08 0.01 0.02 0.356
H 3.373 -0.306 2.119 0.12 -0.06 0.10 0.371
H -1.635 -4.701 0.189 -0.08 0.04 0.05 0.257
H 4.232 -0.340 -0.412 0.06 0.01 -0.04 0.506
H 0.199 -2.002 -2.639 0.06 0.18 -0.05 0.387
H 3.287 -0.593 -1.864 0.08 -0.05 0.02 0.457
H -0.319 1.266 -1.927 0.08 0.10 -0.04 0.334
H 3.265 1.714 -1.630 -0.09 0.00 -0.03 0.384
H -5.337 -0.506 0.858 0.03 0.02 0.03 0.354
H -1.547 3.139 -2.546 0.02 0.00 0.04 0.341
H 1.078 -0.483 -2.414 -0.07 0.01 -0.09 0.511
H -5.592 0.969 1.821 0.03 -0.09 0.00 0.234
H -3.075 -3.701 -0.116 0.03 0.01 0.02 0.360